[1]
# C40H69Cl6F15N6O16

13 unconnected molecules or ions with the total composition C40H69Cl6F15N6O16 in a non-equilibrium geometry (ωB97M-V/def2-TZVPD, the Open Molecules 2025 dataset).

The geometry in XYZ format:
```
152
Properties=species:S:1:pos:R:3:lowdin_charge:R:1
C 14.831 -10.794 26.641 -0.306
O 15.214 -11.973 26.503 -0.033
N 13.512 -10.523 26.588 -0.154
C 13.032 -9.163 26.893 -0.063
C 12.464 -11.599 26.652 -0.013
H 15.456 -9.917 26.874 0.140
H 13.771 -8.442 27.243 0.082
H 12.191 -9.152 27.586 0.079
H 12.606 -8.626 26.046 0.078
H 13.000 -12.538 26.509 0.046
H 12.048 -11.577 27.659 0.076
H 11.662 -11.407 25.939 0.074
C 17.672 -15.884 20.054 -0.340
O 18.403 -15.741 21.005 0.015
N 16.359 -15.559 20.145 -0.187
C 15.498 -15.567 19.028 -0.074
C 15.856 -15.014 21.370 -0.058
H 17.975 -16.243 19.059 0.137
H 14.524 -15.963 19.317 0.078
H 15.816 -16.154 18.166 0.088
H 15.431 -14.564 18.607 0.091
H 15.731 -13.933 21.419 0.088
H 14.971 -15.544 21.721 0.064
H 16.545 -15.156 22.203 0.072
C 8.430 -13.495 26.756 -0.377
O 9.350 -13.080 26.073 -0.021
N 8.033 -12.834 27.825 -0.181
C 8.524 -11.432 28.057 0.001
C 6.985 -13.392 28.692 -0.053
H 7.854 -14.432 26.695 0.124
H 7.940 -10.831 28.754 0.086
H 8.525 -10.934 27.087 0.091
H 9.484 -11.719 28.487 0.084
H 6.705 -14.427 28.493 0.082
H 7.352 -13.438 29.717 0.085
H 6.052 -12.832 28.645 0.087
C 14.272 -14.879 25.007 -0.315
O 15.353 -15.245 24.526 -0.020
N 13.124 -15.413 24.578 -0.141
C 13.046 -16.443 23.492 -0.028
C 11.959 -15.223 25.478 -0.040
H 14.215 -14.123 25.805 0.111
H 12.367 -16.146 22.692 0.081
H 12.606 -17.340 23.927 0.005
H 14.045 -16.751 23.181 0.067
H 12.139 -14.667 26.398 0.074
H 11.126 -14.708 25.000 0.033
H 11.735 -16.243 25.789 0.060
C 18.623 -14.326 24.494 -0.361
O 19.239 -14.612 23.478 0.009
N 18.941 -14.678 25.738 -0.166
C 20.199 -15.285 26.177 -0.047
C 18.035 -14.177 26.769 -0.061
H 17.701 -13.725 24.485 0.126
H 20.012 -16.111 26.863 0.073
H 20.874 -14.709 26.810 0.078
H 20.815 -15.626 25.345 0.090
H 18.568 -14.080 27.715 0.083
H 17.442 -13.292 26.539 0.072
H 17.316 -14.973 26.965 0.058
C 13.423 -18.760 18.685 -0.334
O 14.225 -19.009 17.763 -0.026
N 12.438 -17.860 18.622 -0.175
C 11.659 -17.621 19.819 -0.054
C 12.099 -17.232 17.338 -0.023
H 13.359 -19.291 19.647 0.121
H 10.629 -17.977 19.788 0.088
H 11.555 -16.540 19.915 0.075
H 12.059 -17.943 20.780 0.074
H 11.119 -17.452 16.915 0.086
H 12.080 -16.152 17.482 0.079
H 12.840 -17.518 16.591 0.086
C 16.244 -18.051 26.125 -0.042
C 17.339 -18.124 25.075 -0.169
O 17.963 -19.423 25.021 -0.006
C 19.275 -19.632 25.416 -0.285
O 20.076 -18.783 25.824 0.128
C 19.755 -21.085 25.256 -0.556
F 20.172 -21.549 26.432 0.164
F 18.686 -21.831 24.967 0.155
F 20.781 -21.190 24.406 0.181
H 16.055 -16.996 26.319 0.046
H 16.502 -18.626 27.014 0.089
H 15.341 -18.520 25.733 0.053
H 18.105 -17.368 25.248 0.113
H 16.921 -18.012 24.075 0.116
C 16.687 -19.768 19.914 -0.026
C 16.839 -19.013 21.267 -0.173
O 16.399 -19.882 22.296 0.000
C 15.114 -20.042 22.613 -0.295
O 14.188 -19.349 22.110 0.077
C 14.885 -21.159 23.669 -0.573
F 15.998 -21.888 23.848 0.174
F 14.364 -20.722 24.804 0.129
F 13.927 -21.929 23.211 0.142
H 17.295 -20.670 19.982 0.078
H 17.197 -19.236 19.111 0.079
H 15.656 -20.031 19.675 0.057
H 16.152 -18.168 21.324 0.108
H 17.859 -18.687 21.469 0.132
C 12.234 -12.516 31.458 -0.052
C 12.296 -14.047 31.235 -0.186
O 13.554 -14.575 30.834 0.008
C 14.085 -14.409 29.623 -0.354
O 13.466 -13.777 28.791 0.137
C 15.460 -15.081 29.469 -0.403
F 16.306 -14.026 29.222 0.141
F 15.797 -15.737 30.620 0.142
F 15.456 -15.943 28.372 0.118
H 12.494 -12.004 30.532 0.061
H 12.840 -12.130 32.277 0.078
H 11.210 -12.229 31.699 0.074
H 11.530 -14.439 30.566 0.125
H 12.151 -14.451 32.237 0.122
C 14.014 -11.280 23.020 -0.011
C 12.596 -11.958 23.084 -0.167
O 11.931 -11.983 21.838 0.014
C 12.238 -12.797 20.804 -0.291
O 13.127 -13.687 20.846 0.102
C 11.448 -12.612 19.529 -0.593
F 12.295 -12.203 18.550 0.156
F 10.940 -13.766 19.143 0.179
F 10.471 -11.762 19.681 0.205
H 13.997 -10.254 22.652 0.077
H 14.690 -11.859 22.391 0.066
H 14.508 -11.192 23.987 0.051
H 11.865 -11.459 23.720 0.112
H 12.650 -12.999 23.405 0.107
C 14.516 -18.644 31.377 -0.058
C 13.186 -19.339 31.365 -0.187
O 12.690 -19.497 30.015 -0.004
C 12.246 -18.487 29.215 -0.273
O 12.069 -17.320 29.632 0.106
C 12.048 -19.021 27.751 -0.624
F 13.157 -18.994 27.059 0.183
F 11.631 -20.234 27.787 0.194
F 11.216 -18.199 27.091 0.103
H 14.806 -18.526 32.421 0.088
H 14.515 -17.625 30.991 0.052
H 15.274 -19.194 30.818 0.092
H 12.443 -18.913 32.039 0.127
H 13.304 -20.394 31.616 0.126
C 7.031 -15.720 23.928 -1.492
Cl 8.750 -15.224 23.618 0.518
Cl 6.920 -17.444 24.220 0.520
Cl 6.056 -15.348 22.481 0.512
H 6.661 -15.215 24.820 0.002
C 10.130 -20.316 24.272 -1.482
Cl 10.510 -18.586 24.256 0.587
Cl 8.703 -20.605 25.295 0.512
Cl 11.484 -21.282 24.832 0.634
H 9.847 -20.656 23.276 0.022
```

Output
Charge: 0
Strongest force on any atom, eV/A: 5.666
LUMO energy, eV: -0.08
HOMO level, eV: -8.139
HOMO-LUMO gap, eV: 8.055

[2]
# C38H71ClIN5O3S

4 unconnected molecules or ions with the total composition C38H71ClIN5O3S in a non-equilibrium geometry (ωB97M-V/def2-TZVPD, the Open Molecules 2025 dataset).

The geometry in XYZ format:
```
120
Properties=species:S:1:pos:R:3:lowdin_charge:R:1
C 4.113 -4.691 2.047 -0.125
C 3.804 -3.489 3.158 -0.231
C 2.263 -2.927 2.828 -0.573
Cl 1.652 -1.740 4.167 0.543
C 2.302 -2.252 1.335 -0.025
C 3.185 -0.837 1.204 -0.081
N 3.948 -0.207 2.365 0.032
C 3.288 -0.009 -0.243 0.065
C 2.506 -0.692 -1.512 0.007
C 1.663 -2.110 -1.273 -0.388
S 0.761 -2.750 -2.826 0.715
N 1.596 -2.829 0.089 -0.059
C 0.777 -4.124 0.275 -0.155
C -0.666 -3.606 0.943 -0.282
C -1.747 -4.817 1.169 -0.596
I -3.406 -3.932 2.369 0.794
H 4.288 -4.177 0.986 0.089
H 3.209 -5.445 1.994 0.069
H 5.093 -5.309 2.335 0.102
H 4.631 -2.677 2.997 0.104
H 3.893 -3.861 4.266 0.124
H 1.570 -3.870 2.931 0.104
H 3.268 0.300 3.009 0.062
H 4.546 0.551 1.970 0.082
H 3.893 1.008 -0.314 0.128
H 2.511 -0.159 -2.580 0.122
H 1.588 -3.830 -3.269 -0.067
H 1.349 -4.872 1.009 0.122
H 0.620 -4.716 -0.722 0.119
H -0.427 -3.136 1.996 0.085
H -1.083 -2.747 0.233 0.130
H -1.351 -5.711 1.813 0.064
H -2.231 -5.226 0.165 0.078
C 8.335 3.080 4.535 -0.044
C 7.210 4.011 4.005 -0.477
C 7.122 5.270 4.906 -0.136
C 6.528 4.974 6.279 -0.184
C 5.174 4.287 6.153 -0.134
C 5.174 3.045 5.220 -0.473
N 5.905 3.268 3.929 -0.029
O 5.054 3.997 3.080 -0.041
C 5.791 1.825 5.953 -0.040
C 3.680 2.616 5.014 -0.040
C 7.739 4.442 2.597 -0.047
H 9.327 3.497 4.321 0.089
H 8.318 2.940 5.615 0.057
H 8.293 2.094 4.057 0.091
H 6.511 6.041 4.417 0.126
H 8.118 5.715 5.035 0.128
H 7.211 4.358 6.873 0.105
H 6.408 5.913 6.832 0.119
H 4.827 4.005 7.155 0.126
H 4.454 5.028 5.780 0.125
H 5.899 0.971 5.273 0.087
H 5.151 1.495 6.781 0.087
H 6.760 2.028 6.406 0.061
H 3.060 3.429 4.618 0.081
H 3.220 2.322 5.965 0.090
H 3.601 1.760 4.333 0.047
H 7.841 3.575 1.933 0.085
H 8.726 4.913 2.677 0.086
H 7.094 5.179 2.105 0.076
C -1.577 -0.715 -5.795 -0.042
C -0.561 0.460 -5.792 -0.470
C -1.268 1.749 -6.284 -0.137
C -1.565 1.724 -7.780 -0.185
C -0.302 1.443 -8.585 -0.135
C 0.490 0.193 -8.112 -0.476
N 0.645 0.113 -6.621 -0.025
O 1.676 0.996 -6.255 -0.037
C -0.196 -1.100 -8.624 -0.043
C 1.860 0.194 -8.873 -0.046
C -0.217 0.629 -4.275 -0.059
H -2.303 -0.612 -4.979 0.087
H -2.180 -0.773 -6.700 0.059
H -1.072 -1.678 -5.653 0.082
H -0.646 2.627 -6.064 0.126
H -2.207 1.900 -5.735 0.126
H -2.335 0.980 -8.011 0.105
H -1.979 2.694 -8.082 0.118
H -0.574 1.338 -9.642 0.127
H 0.341 2.332 -8.524 0.124
H 0.286 -1.993 -8.208 0.091
H -0.127 -1.179 -9.716 0.088
H -1.261 -1.151 -8.402 0.058
H 2.425 1.121 -8.722 0.077
H 1.709 0.106 -9.956 0.086
H 2.490 -0.648 -8.561 0.087
H 0.264 -0.274 -3.878 0.008
H -1.125 0.804 -3.685 0.087
H 0.440 1.484 -4.078 0.076
C -8.722 -0.790 -1.066 -0.047
C -9.214 -0.463 0.371 -0.476
C -8.626 0.901 0.814 -0.138
C -7.132 0.832 1.108 -0.190
C -6.823 -0.261 2.124 -0.136
C -7.427 -1.648 1.772 -0.470
N -8.856 -1.577 1.315 -0.025
O -9.660 -1.435 2.459 -0.024
C -6.575 -2.341 0.678 -0.062
C -7.227 -2.575 3.020 -0.047
C -10.760 -0.304 0.190 -0.045
H -9.220 -0.154 -1.809 0.086
H -7.658 -0.615 -1.217 0.053
H -8.945 -1.830 -1.335 0.094
H -9.145 1.261 1.713 0.126
H -8.804 1.660 0.041 0.125
H -6.562 0.665 0.188 0.101
H -6.795 1.799 1.502 0.115
H -5.735 -0.343 2.235 0.121
H -7.203 0.070 3.101 0.124
H -7.049 -3.270 0.339 0.096
H -5.583 -2.610 1.061 -0.027
H -6.384 -1.717 -0.194 0.058
H -7.666 -2.153 3.932 0.079
H -6.161 -2.718 3.236 0.033
H -7.664 -3.566 2.854 0.092
H -11.215 -1.243 -0.149 0.089
H -10.990 0.462 -0.561 0.083
H -11.268 0.013 1.108 0.077
```

Output
Charge: +1
Strongest force on any atom, eV/A: 5.300
LUMO energy (alpha / beta), eV: -4.79 / -4.79
HOMO level (alpha / beta), eV: -10.327 / -10.882
HOMO-LUMO gap (alpha / beta), eV: 5.540 / 6.095
Spin multiplicity: 4

- The highest charge belongs to which entry?
  C38H71ClIN5O3S

- Which value of charge does entry 1 give?
  0

- What is the formula in the second record?
  C38H71ClIN5O3S

- The highest strongest force on any atom belongs to which entry?
  C40H69Cl6F15N6O16